Entry 1:
Computed, not measured: the ion C9H18N3 with charge +1 in a non-equilibrium geometry, with wB97M-V/def2-TZVPD.

Its orbital gap is 9.15 eV. For the total energy, the calculation gives -517.6617 a.u. Its SMILES is C=N[C@@]12CN(C)[C@@](C)(C[N@@H+]1C)C2. Its total charge is +1. As for the molar mass: 168.3 g mol⁻¹. The value obtained for the lowest unoccupied orbital energy is -2.867 eV. Its spin multiplicity is 1.

```
30
C9H18N3 wB97M-V/def2-TZVPD
C -2.93 1.65 -0.46
N -2.50 0.62 0.14
C -1.15 0.36 0.12
C -0.21 1.28 0.97
N 1.08 0.87 0.52
C 2.04 1.94 0.47
C 0.88 -0.14 -0.49
C 2.11 -0.29 -1.38
C 0.47 -1.45 0.37
N -0.96 -1.18 0.73
C -1.96 -2.01 0.09
C -0.39 0.17 -1.28
H -4.03 1.83 -0.37
H -2.31 2.19 -1.00
H -0.36 2.35 0.75
H -0.34 0.94 2.02
H 2.42 1.93 -0.56
H 1.77 2.90 0.81
H 2.91 1.59 1.07
H 3.07 -0.12 -0.90
H 2.06 0.44 -2.25
H 2.22 -1.22 -1.83
H 0.43 -2.36 -0.24
H 1.08 -1.49 1.27
H -1.02 -1.05 1.73
H -1.63 -2.35 -0.92
H -2.17 -2.94 0.70
H -2.81 -1.29 0.04
H -0.34 0.96 -1.99
H -0.73 -0.80 -1.73
```

Entry 2:
Computed, not measured: a structure of composition C20H20NO12P2Zr, with wB97M-V/def2-TZVPD.

Its orbital gap is 8.30 eV. For the total energy, the calculation gives -2462.1564 a.u. Its total charge is -1. As for the molar mass: 619.5 g mol⁻¹. The value obtained for the lowest unoccupied orbital energy is 2.611 eV. Its spin multiplicity is 1.

```
56
C20H20NO12P2Zr wB97M-V/def2-TZVPD
Zr -0.06 -0.39 0.32
O -3.85 -1.71 0.82
C -2.84 -1.28 1.32
O -2.10 -0.33 0.80
C -2.32 -1.84 2.65
C -1.44 -0.84 3.40
C -1.19 -1.29 4.84
C -0.18 -2.44 4.63
C -0.05 -2.46 3.11
O -0.15 -1.06 2.78
C -1.32 -3.04 2.46
C -0.98 -3.41 1.02
O -1.06 -4.55 0.62
O -0.51 -2.42 0.33
H -3.18 -2.16 3.23
H -1.71 0.21 3.26
H -2.12 -1.61 5.32
H -0.76 -0.48 5.42
H -0.53 -3.40 5.02
H 0.78 -2.21 5.09
H 0.89 -2.84 2.71
H -1.67 -3.93 2.97
O 3.24 -0.76 -1.30
P 3.07 -0.24 0.19
O 4.34 -0.04 0.88
O 1.92 -1.07 0.79
O 2.22 1.16 -0.05
P 1.70 2.08 1.22
O 1.20 3.39 0.45
O 2.72 2.35 2.23
O 0.39 1.35 1.55
H 4.12 -0.52 -1.63
H 1.90 4.05 0.35
N -1.16 1.69 -0.65
C -0.87 2.45 -1.84
C -1.45 3.72 -1.93
C -1.13 4.60 -2.93
C -0.18 4.20 -3.86
C 0.36 2.93 -3.80
C 0.01 1.99 -2.82
C 0.47 0.56 -2.94
C 1.12 0.20 -4.13
C 1.43 -1.11 -4.45
C 1.04 -2.13 -3.60
C 0.41 -1.77 -2.41
C 0.17 -0.46 -1.99
H -2.15 1.63 -0.44
H -0.73 2.21 0.11
H -2.15 4.01 -1.14
H -1.58 5.58 -2.97
H 0.14 4.88 -4.65
H 1.08 2.68 -4.56
H 1.39 0.94 -4.86
H 1.95 -1.32 -5.38
H 1.21 -3.17 -3.83
H 0.14 -2.58 -1.74
```

Entry 3:
Computed, not measured: a structure of composition C6H10O2 in a non-equilibrium geometry, with wB97M-V/def2-TZVPD.

Its orbital gap is 7.45 eV. For the total energy, the calculation gives -384.7575 a.u. As for the molar mass: 114.1 g mol⁻¹. The value obtained for the lowest unoccupied orbital energy is -1.664 eV. Its spin multiplicity is 1.

```
18
C6H10O2 wB97M-V/def2-TZVPD
C -0.73 -0.36 -0.64
C 0.62 -0.29 -1.33
C 1.44 0.02 -0.18
C 0.31 0.38 0.90
C -0.66 1.06 0.32
C -0.34 -1.19 0.69
H -2.40 -0.60 -0.68
H 0.61 0.42 -2.36
H 0.79 -1.23 -2.01
H 2.30 0.78 -0.13
H 1.90 -0.95 0.16
H 0.59 2.12 2.66
H -1.75 1.30 0.67
H -0.78 2.01 -0.39
H -1.36 -1.30 1.12
H 0.17 -2.13 0.63
O -1.86 -0.64 -1.45
O 1.17 0.58 2.01
```